Record 1
{
  "formula": "C5H10N",
  "method": "ωB97M-V/def2-TZVPD",
  "de_lowest_kcal_mol": 79.3,
  "homo_lumo_gap_ev": 10.073,
  "multiplicity": 1,
  "e_lumo_ev": -3.88,
  "charge": 1,
  "homo_energy_ev": -13.95,
  "symbols": ["C", "C", "C", "C", "C", "N", "H", "H", "H", "H", "H", "H", "H", "H", "H", "H"],
  "xyz": [[1.5337, 1.1457, 2.4400], [1.3706, 1.0300, 1.2370], [0.7868, 0.6108, -0.0429], [-0.5361, 1.3635, -0.0508], [0.4409, -0.9387, -0.8725], [-0.5756, -1.6002, 0.0005], [1.6900, 1.3859, 3.4423], [1.3384, 1.0250, -0.8426], [-0.1992, 2.3315, 0.2787], [-1.1931, 1.0641, 0.8167], [-1.0985, 1.1169, -0.9584], [1.3272, -1.5774, -0.8635], [0.0258, -0.7360, -1.8385], [-0.4229, -2.6205, -0.0863], [-1.6110, -1.2524, -0.0411], [-0.3009, -1.4199, 0.9490]],
  "forces_ev_per_a": [[-0.2572, 0.0228, -2.7482], [0.2478, -2.5932, 1.9214], [-1.2279, -0.9207, -2.1273], [-0.8751, -1.5007, 1.3343], [1.3229, 2.4403, 3.5321], [-1.4072, -0.5699, -0.0007], [0.2794, 0.1986, 0.9579], [0.9062, 0.6227, -0.8037], [-0.8515, 1.0525, -0.9774], [0.5947, -0.0363, -0.6753], [0.1050, 1.2224, -0.0864], [-0.2372, 0.1503, -0.2645], [0.0161, 0.2445, -0.3925], [-1.1345, 0.3739, -0.1880], [2.2987, -1.0433, -0.4327], [0.2198, 0.3361, 0.9512]],
  "nbo_charge": [-0.147, -0.066, -0.270, -0.619, -0.212, -0.702, 0.252, 0.239, 0.267, 0.199, 0.211, 0.239, 0.238, 0.454, 0.472, 0.444]
}

Record 2
{
  "formula": "C5H15N3",
  "method": "ωB97M-V/def2-TZVPD",
  "de_lowest_kcal_mol": 73.2,
  "homo_lumo_gap_ev": 10.674,
  "multiplicity": 1,
  "e_lumo_ev": -7.42,
  "charge": 2,
  "homo_energy_ev": -18.09,
  "symbols": ["C", "C", "C", "C", "N", "C", "N", "N", "H", "H", "H", "H", "H", "H", "H", "H", "H", "H", "H", "H", "H", "H", "H"],
  "xyz": [[-0.5168, 1.2537, -1.7127], [-0.7259, 1.2139, -0.2040], [-1.0514, -0.1887, 0.3405], [-0.0020, -0.8316, 1.2486], [3.1011, -2.3483, 0.2102], [2.1940, -1.3838, 0.3055], [0.9134, -1.7819, 0.7426], [-1.9489, 2.1951, -0.0996], [-0.3897, 2.2152, -2.2240], [0.4569, 0.9405, -1.8983], [-1.1338, 0.6493, -2.3381], [0.1497, 1.7720, 0.2729], [-1.8701, 0.0155, 1.0297], [-1.8223, -0.7567, -0.2777], [-0.6936, -1.5770, 2.2131], [0.4670, 0.0023, 1.8379], [2.8342, -3.3331, 0.4337], [3.9111, -2.2128, -0.3131], [2.1574, -0.3173, 0.0484], [0.6393, -2.7447, 0.6968], [-2.6143, 1.9792, -0.8361], [-1.6028, 3.0723, -0.2900], [-2.4526, 2.1667, 0.8136]],
  "forces_ev_per_a": [[0.8397, 0.7475, -0.2587], [-0.0555, 1.1535, -1.6755], [-2.4587, 0.7835, 0.5779], [-3.3994, -1.3490, 3.6969], [-2.4292, 0.6319, 0.4525], [-3.9892, -3.3146, 1.2414], [4.1075, 1.5667, -1.6719], [-0.7470, -3.2932, 1.9439], [-0.7285, 0.4608, 0.6650], [1.9343, -1.2920, -0.2889], [-0.8844, -0.5685, 0.0056], [-1.3577, -0.9568, -0.1524], [0.2051, 0.3709, 1.0233], [2.1362, -0.0731, -0.3116], [2.1462, 2.5884, -2.9932], [-0.0902, -1.0709, -0.5011], [0.4087, 1.2335, -0.1619], [1.8074, 0.2703, -0.8171], [1.4455, -0.4890, 0.1438], [0.0840, -0.3994, 0.1781], [-0.2720, -0.1747, -0.1339], [0.8400, 2.9074, -0.3193], [0.4574, 0.2668, -0.6429]],
  "nbo_charge": [-0.684, -0.027, -0.506, -0.233, -0.661, 0.410, -0.559, -0.670, 0.256, 0.242, 0.249, 0.241, 0.248, 0.279, 0.269, 0.241, 0.448, 0.443, 0.245, 0.433, 0.445, 0.439, 0.450]
}

Record 3
{
  "formula": "C7H6N4",
  "method": "ωB97M-V/def2-TZVPD",
  "de_lowest_kcal_mol": 35.5,
  "homo_lumo_gap_ev": 9.656,
  "multiplicity": 1,
  "e_lumo_ev": 0.32,
  "homo_energy_ev": -9.33,
  "symbols": ["N", "N", "N", "C", "C", "C", "C", "C", "C", "C", "N", "H", "H", "H", "H", "H", "H"],
  "xyz": [[-1.7996, -0.3268, -0.7532], [-1.5129, 0.0279, 2.8584], [0.5567, 0.3880, 1.7670], [-0.8902, -0.0305, -1.5390], [2.1444, -0.2402, -2.4071], [1.6199, 0.1166, -1.2046], [-0.2233, 0.4221, 2.8681], [-2.0706, -0.2202, 1.6296], [-0.0349, 0.1280, 0.5512], [-1.3383, -0.1670, 0.4822], [0.2982, 0.0027, -0.7683], [-0.9624, 0.1085, -2.5943], [1.5022, -0.9435, -2.9144], [3.1006, 0.0959, -2.7909], [2.3695, 0.7184, -0.6018], [0.2896, 0.5626, 3.8307], [-3.0488, -0.6425, 1.5863]],
  "forces_ev_per_a": [[-5.0328, 0.0783, -0.8004], [-0.6925, 0.3963, -1.2448], [0.8008, 0.3983, -1.3246], [3.2084, -1.0190, 0.2699], [-2.1349, -0.4485, 1.7888], [3.3652, 1.9619, -1.5087], [-0.1168, -1.7028, -2.2665], [1.0538, -0.3812, 2.8530], [0.6129, -0.0476, 2.5837], [-2.5362, -0.1811, 2.3696], [3.8132, 1.5821, -1.2330], [0.4317, -0.1530, -0.4793], [0.2282, 0.0583, -1.0309], [-0.1323, -0.3260, 0.3383], [-1.6675, -0.6129, -0.0151], [-0.4111, 0.2455, -0.5531], [-0.7900, 0.1513, 0.2532]],
  "nbo_charge": [-0.422, -0.458, -0.473, 0.248, -0.437, -0.001, 0.246, 0.110, 0.347, -0.015, -0.401, 0.218, 0.191, 0.226, 0.217, 0.197, 0.205]
}

Record 4
{
  "formula": "C3H6F2N2",
  "method": "ωB97M-V/def2-TZVPD",
  "de_lowest_kcal_mol": 167.8,
  "homo_lumo_gap_ev": 8.922,
  "multiplicity": 1,
  "e_lumo_ev": -1.38,
  "homo_energy_ev": -10.30,
  "symbols": ["C", "C", "C", "N", "N", "F", "F", "H", "H", "H", "H", "H", "H"],
  "xyz": [[-0.3078, -0.3758, 1.6763], [-0.2773, -0.1187, -0.7552], [0.2235, 0.5147, 0.5255], [-1.0306, 0.1604, 2.7936], [-1.7086, -0.5463, 1.9445], [-0.6285, -0.3265, 3.9995], [-2.0559, -2.2164, 2.1577], [0.4085, -1.2491, 1.8378], [0.0471, -1.1564, -0.9708], [0.0286, 0.5228, -1.6543], [-1.3856, -0.2716, -0.6132], [-0.1701, 1.4813, 0.5144], [1.3514, 0.5422, 0.7129]],
  "forces_ev_per_a": [[2.3757, 0.1046, -0.6218], [-0.1998, -0.4106, -1.4609], [1.1867, -2.4068, 1.1257], [3.3621, 2.1372, 2.4105], [-4.6480, -4.6057, -3.4157], [-0.3210, -0.5312, 0.7574], [1.4831, 2.7795, 0.2367], [-1.6683, 0.8288, 0.2386], [0.3668, 0.5715, 0.3316], [-0.8902, -0.9369, 1.1788], [0.9187, 0.7157, -0.6704], [-0.5277, 1.6603, 0.6210], [-1.4382, 0.0937, -0.7315]],
  "nbo_charge": [-0.003, -0.623, -0.417, 0.113, 0.125, -0.180, -0.357, 0.240, 0.215, 0.224, 0.228, 0.221, 0.215]
}